Entry from the OMol25 dataset: C7H10 in the gas phase (ωB97M-V/def2-TZVPD).

Values from the calculation:
HOMO-LUMO gap: 9.96 eV
ΔE to the lowest compared entry with this formula, charge and spin: 26.6 kcal/mol
Highest occupied orbital energy: -8.77 eV
Lowest unoccupied orbital energy: 1.189 eV

```
17
Properties=species:S:1:pos:R:3:mulliken_charge:R:1
C 0.513 -1.224 -1.326 -1.395
C 1.175 -0.461 -0.202 -0.085
C 0.532 -0.260 1.163 -0.117
C -0.951 -0.384 1.303 -0.613
C -1.598 0.523 0.567 -0.386
C -0.645 1.375 -0.241 -0.728
C 0.736 0.911 0.223 -0.263
H 0.607 -0.695 -2.283 0.276
H 0.976 -2.209 -1.442 0.389
H -0.552 -1.376 -1.127 0.330
H 2.257 -0.588 -0.166 0.419
H 1.148 -0.415 2.046 0.410
H -1.431 -1.115 1.948 0.411
H -2.677 0.642 0.518 0.364
H -0.777 1.175 -1.315 0.228
H -0.811 2.449 -0.104 0.374
H 1.499 1.654 0.438 0.387
```

***

Entry from the OMol25 dataset: C22H22N2O5S in the gas phase (ωB97M-V/def2-TZVPD).

Values from the calculation:
HOMO-LUMO gap: 8.98 eV
ΔE to the lowest compared entry with this formula, charge and spin: 55.2 kcal/mol
Highest occupied orbital energy: -8.49 eV
Lowest unoccupied orbital energy: 0.494 eV

```
52
Properties=species:S:1:pos:R:3:mulliken_charge:R:1
C 3.375 1.760 5.112 -1.596
C 2.209 2.275 4.326 0.836
C 1.566 1.472 3.392 0.213
C 0.484 1.927 2.662 -0.376
C 0.035 3.223 2.836 -0.656
C 0.671 4.045 3.752 -0.554
C 1.743 3.574 4.491 -0.587
H 2.225 4.220 5.211 0.405
H 0.325 5.057 3.899 0.373
H -0.808 3.584 2.268 0.425
H 0.005 1.250 1.970 0.590
S 2.115 -0.241 3.140 0.134
O 1.119 -0.843 2.255 -0.454
C 3.589 0.231 2.001 -0.684
C 3.502 -0.638 0.823 0.337
C 4.135 -1.806 0.484 -0.817
C 3.524 -2.251 -0.705 -0.816
C 2.537 -1.343 -0.996 0.463
C 1.613 -1.351 -2.144 0.587
O 1.941 -1.896 -3.188 -0.685
N 0.419 -0.720 -2.008 0.161
C -0.461 -0.654 -3.155 -1.162
C -1.720 -1.501 -2.928 -0.638
N -2.371 -1.070 -1.713 0.167
C -3.506 -0.328 -1.636 0.841
O -3.823 0.279 -0.630 -0.657
C -4.400 -0.365 -2.822 0.177
C -4.872 -1.411 -3.574 -0.427
C -5.829 -0.862 -4.456 -0.453
C -5.870 0.471 -4.174 -0.498
O -5.021 0.773 -3.187 -0.322
H -6.439 1.274 -4.598 0.482
H -6.403 -1.386 -5.192 0.436
H -4.589 -2.441 -3.492 0.555
C -1.497 -1.137 -0.561 -1.126
C -0.227 -0.307 -0.782 0.459
H -0.496 0.752 -0.868 -0.054
H 0.424 -0.445 0.078 -0.225
H -1.224 -2.183 -0.390 0.242
H -2.043 -0.758 0.303 0.450
H -2.391 -1.393 -3.779 0.612
H -1.436 -2.554 -2.823 0.196
H 0.092 -1.022 -4.022 0.499
H -0.751 0.390 -3.316 0.279
O 2.539 -0.357 -0.073 -0.240
H 3.757 -3.128 -1.271 0.551
H 4.937 -2.275 1.015 0.513
H 3.477 1.280 1.743 0.464
H 4.493 0.054 2.573 0.433
H 4.293 1.850 4.530 0.271
H 3.501 2.333 6.026 0.460
H 3.236 0.711 5.366 0.417
```

***

Entry from the OMol25 dataset: a molecular structure, C26H25AsCuF10N5O4S (ωB97M-V/def2-TZVPD).

Values from the calculation:
Expectation value of S²: 0.7525
HOMO-LUMO gap (alpha / beta): 6.78 / 6.69 eV
Highest occupied orbital energy (alpha / beta): -4.79 / -4.70 eV
Lowest unoccupied orbital energy (alpha / beta): 1.985 / 1.983 eV
Charge: -1
2S+1: 2

```
73
Properties=species:S:1:pos:R:3:lowdin_spin:R:1
Cu 0.221 0.591 -0.286 0.732
C -2.188 0.490 -1.898 0.005
N -1.763 0.982 -0.584 0.079
C -2.489 0.312 0.506 0.003
C -1.758 0.525 1.822 0.004
N -0.373 0.175 1.585 0.040
C 0.479 0.098 2.642 0.003
C 0.510 0.960 3.754 0.003
F -0.360 1.994 3.826 0.000
C 1.448 0.869 4.768 0.000
F 1.428 1.757 5.779 0.000
C 2.431 -0.097 4.728 0.003
F 3.359 -0.182 5.700 0.001
C 2.429 -0.992 3.670 0.000
F 3.343 -1.976 3.644 0.000
C 1.472 -0.909 2.680 0.002
F 1.461 -1.874 1.752 0.001
C -1.856 2.446 -0.504 0.002
C -0.765 3.124 -1.338 0.005
N 0.397 2.257 -1.380 0.046
C 1.586 2.765 -1.803 0.004
C 2.148 4.011 -1.478 0.003
F 1.505 4.846 -0.630 0.000
C 3.399 4.421 -1.911 0.000
F 3.872 5.624 -1.532 0.000
C 4.184 3.595 -2.685 0.002
F 5.403 3.986 -3.098 0.001
C 3.673 2.356 -3.048 0.000
F 4.396 1.557 -3.846 0.000
C 2.414 1.975 -2.638 0.001
F 1.943 0.804 -3.087 0.000
H -3.250 0.718 -2.063 0.003
H -2.028 -0.585 -1.951 0.000
H -1.585 0.972 -2.666 0.000
H -2.500 -0.753 0.267 0.000
H -3.527 0.677 0.550 0.002
H -2.214 -0.134 2.576 0.001
H -1.925 1.547 2.184 0.000
H -1.739 2.728 0.541 0.000
H -2.855 2.769 -0.828 0.002
H -0.594 4.107 -0.892 0.001
H -1.133 3.317 -2.359 0.000
C 3.416 1.810 1.153 0.000
C 3.308 0.582 0.324 0.002
N 2.196 0.094 -0.185 0.045
C 2.515 -1.034 -0.884 0.002
C 3.854 -1.247 -0.796 0.001
N 4.340 -0.214 -0.025 0.001
C 4.762 -2.290 -1.319 0.000
O 4.202 -3.231 -2.038 0.000
O 5.951 -2.229 -1.072 0.000
C 1.429 -1.802 -1.577 0.000
O 1.786 -2.827 -2.204 0.000
O 0.283 -1.328 -1.444 0.001
H 2.421 2.098 1.491 0.000
H 3.833 2.633 0.569 0.000
H 4.049 1.641 2.025 0.000
H 5.315 -0.118 0.214 0.000
H 3.173 -3.092 -2.124 0.000
C -5.599 -2.040 0.462 0.000
As -4.789 -3.587 -0.367 0.000
C -5.053 -4.996 0.930 0.000
C -6.014 -4.032 -1.796 0.000
S -2.828 -3.307 -0.948 0.000
H -6.636 -2.236 0.735 0.000
H -5.546 -1.212 -0.243 0.000
H -5.020 -1.783 1.347 0.000
H -6.107 -5.085 1.194 0.000
H -4.463 -4.757 1.813 0.000
H -4.689 -5.929 0.506 0.000
H -7.017 -4.200 -1.404 0.000
H -5.650 -4.926 -2.298 0.000
H -6.022 -3.207 -2.506 0.000
```

***

Entry from the OMol25 dataset: a molecular structure, C8H17BF5NO10S2Zr (ωB97M-V/def2-TZVPD).

Values from the calculation:
HOMO-LUMO gap: 4.58 eV
ΔE to the lowest compared entry with this formula, charge and spin: 31.0 kcal/mol
Highest occupied orbital energy: -0.52 eV
Lowest unoccupied orbital energy: 4.059 eV
Charge: -2

```
45
Properties=species:S:1:pos:R:3:mulliken_charge:R:1
Zr -0.242 0.185 -0.077 1.243
N -3.230 -2.324 -1.252 -0.049
S -4.234 -3.581 -1.052 0.949
O -5.247 -3.420 -0.072 -0.602
O -3.556 -4.859 -1.355 -0.645
F -4.989 -3.298 -2.387 -0.275
S -2.527 -2.576 0.303 1.199
O -1.405 -1.608 0.533 -0.775
O -2.445 -3.867 0.997 -0.591
F -3.567 -1.739 1.169 -0.281
B 0.333 1.819 -1.379 0.239
H 0.743 2.585 -2.018 -0.244
H -0.546 1.384 -1.828 0.230
H 1.126 1.100 -1.240 -0.028
H 0.168 2.189 -0.379 0.027
O 1.352 -1.370 -0.220 -0.679
C 1.322 -2.237 -1.347 -0.476
C 0.542 -1.533 -2.580 -0.551
O -0.767 -1.069 -2.188 -0.562
H 0.849 -3.172 -1.045 0.257
H 2.288 -2.577 -1.720 0.387
H 0.446 -2.003 -3.559 0.449
H 1.152 -0.725 -2.986 0.131
O -1.439 1.249 1.447 -0.694
C -2.814 1.457 1.356 -0.451
C -3.373 1.324 -0.166 -0.849
O -2.814 0.509 -1.151 -0.539
H -3.229 2.352 1.821 0.347
H -3.254 0.765 2.074 0.252
H -3.397 2.282 -0.685 0.334
H -4.425 1.042 -0.142 0.361
C 4.579 1.569 -0.259 -1.034
C 4.322 0.722 1.061 -0.144
O 3.716 1.503 2.003 -0.269
C 2.468 1.540 2.103 0.034
O 1.646 1.164 1.252 -0.456
C 2.047 2.258 3.356 0.980
F 2.013 3.596 3.130 -0.249
F 0.811 1.780 3.717 -0.195
F 2.982 1.965 4.269 -0.260
H 3.683 2.162 -0.445 0.266
H 4.600 1.052 -1.218 0.371
H 5.433 2.241 -0.172 0.306
H 5.211 0.276 1.507 0.315
H 3.666 -0.114 0.820 0.222
```